Entry 1:
{
  "formula": "BrH4NSi",
  "method": "ωB97M-V/def2-TZVPD",
  "energy_ha": -2920.7008,
  "charge": 0,
  "homo_ev": -10.061,
  "smiles": "N[SiH2]Br",
  "symbols": ["N", "Si", "Br", "H", "H", "H", "H"],
  "xyz": [[-0.664130, -0.882298, 0.099827], [0.290622, 0.571618, 0.011747], [2.423547, -0.045989, 0.142168], [-1.375859, -1.435562, 0.644788], [-0.795649, -1.306348, -0.843212], [0.091159, 1.588361, 1.030320], [0.030312, 1.510219, -1.085636]],
  "atomic_forces_ev_per_a": [[-1.3, -1.1, -1.4], [-0.7, -0.4, 0.8], [0.0, 0.1, -0.2], [1.5, 1.7, -0.1], [0.5, 0.6, 0.8], [-0.1, -0.3, 0.9], [0.1, -0.7, -0.8]]
}



Entry 2:
{
  "formula": "C41H42MnP2S",
  "method": "ωB97M-V/def2-TZVPD",
  "energy_ha": -3819.2165,
  "charge": 0,
  "homo_ev": [-4.699, -7.345],
  "multiplicity": 6,
  "s_squared": 8.91,
  "symbols": ["Mn", "C", "C", "C", "C", "C", "C", "C", "C", "C", "H", "H", "H", "H", "H", "H", "H", "H", "H", "H", "H", "H", "H", "H", "H", "P", "P", "C", "C", "C", "C", "C", "C", "C", "C", "C", "C", "C", "C", "C", "C", "C", "C", "C", "C", "C", "C", "C", "C", "C", "C", "C", "C", "H", "H", "H", "H", "H", "H", "H", "H", "H", "H", "H", "H", "H", "H", "H", "H", "H", "H", "H", "H", "H", "H", "S", "C", "C", "C", "C", "C", "C", "H", "H", "H", "H", "H"],
  "xyz": [[-1.165662, -0.904634, 0.456678], [1.914553, 1.441521, -3.447238], [2.869681, 0.846975, -2.723801], [4.079856, 1.552591, -2.157980], [3.884663, 3.003857, -1.638904], [2.553391, 3.450761, -1.113599], [1.541171, 3.946300, -1.829602], [1.463367, 4.001624, -3.317967], [2.105311, 2.805128, -4.060146], [-2.180579, -0.558088, 2.229165], [0.988653, 0.914121, -3.706764], [2.862502, -0.247936, -2.604545], [4.878495, 1.600895, -2.917893], [4.493136, 0.921662, -1.349711], [4.611762, 3.129044, -0.822590], [4.183509, 3.670501, -2.457805], [2.527982, 3.557293, -0.024007], [0.777607, 4.570027, -1.353380], [1.968754, 4.910307, -3.686764], [0.403614, 4.106801, -3.605587], [1.714990, 2.794686, -5.093172], [3.181562, 3.005641, -4.099618], [-3.193972, -0.835189, 1.927799], [-2.240227, 0.257093, 2.965594], [-1.713089, -1.419171, 2.726770], [0.749457, -1.371983, -0.648718], [-0.628725, 1.159894, 1.347564], [1.545789, 0.148999, -0.168889], [0.948687, 1.188457, 0.489615], [1.787855, -2.769098, -0.184053], [3.170776, -2.618150, -0.330378], [4.025397, -3.682014, -0.036188], [3.489474, -4.880465, 0.453597], [2.101944, -5.030124, 0.624875], [1.250774, -3.973348, 0.309274], [0.084663, -1.494585, -2.356249], [-0.923639, -0.621095, -2.829913], [-1.519368, -0.881246, -4.064475], [-1.089808, -1.968001, -4.839292], [-0.057834, -2.800681, -4.392570], [0.522505, -2.567475, -3.147352], [-0.172972, 1.761438, 3.023299], [0.617344, 0.926447, 3.834574], [0.802542, 1.232852, 5.183847], [0.257578, 2.407282, 5.718511], [-0.427384, 3.296380, 4.886302], [-0.621775, 2.989804, 3.532905], [-1.770455, 2.358426, 0.568806], [-3.154611, 2.167841, 0.691962], [-4.041623, 3.040644, 0.065095], [-3.557949, 4.106440, -0.706904], [-2.175418, 4.311527, -0.821607], [-1.293590, 3.437426, -0.175557], [2.617337, 0.191865, -0.393075], [1.513520, 2.102778, 0.674597], [3.576425, -1.683852, -0.713059], [5.097518, -3.578159, -0.216136], [4.153496, -5.719088, 0.683099], [1.683366, -5.983095, 0.971881], [0.162240, -4.072583, 0.401752], [-1.235386, 0.238281, -2.221032], [-2.312780, -0.221671, -4.428644], [-1.556063, -2.160040, -5.803914], [0.306884, -3.626050, -5.003976], [1.318214, -3.208733, -2.765587], [1.069530, 0.023611, 3.409098], [1.367372, 0.551881, 5.817968], [0.376835, 2.633122, 6.779465], [-0.823252, 4.227453, 5.283821], [-1.135592, 3.689253, 2.874228], [-3.504130, 1.330472, 1.294751], [-5.117021, 2.900155, 0.193822], [-4.258597, 4.791806, -1.191970], [-1.796068, 5.164344, -1.393767], [-0.220912, 3.588817, -0.235427], [-2.303465, -3.041644, 0.150217], [-3.037443, -3.740791, 1.553473], [-2.265827, -4.270805, 2.613554], [-2.890344, -4.837512, 3.726982], [-4.286430, -4.889217, 3.805940], [-5.062340, -4.355346, 2.771609], [-4.450053, -3.806530, 1.646750], [-1.178059, -4.218712, 2.548188], [-2.280492, -5.254506, 4.529145], [-4.765821, -5.373385, 4.660689], [-6.151653, -4.383362, 2.828338], [-5.041673, -3.406163, 0.824208]],
  "atomic_forces_ev_per_a": [[-2.8, -1.1, 1.7], [0.2, -0.3, -0.2], [-0.1, -0.1, -0.7], [0.2, -0.4, -0.1], [0.4, -0.4, -0.2], [-0.2, 0.7, 0.3], [0.6, 0.8, 0.2], [-0.2, -0.2, -0.6], [-0.1, 0.4, 0.3], [-0.8, -0.2, 0.8], [0.5, 0.0, 0.0], [-0.4, 0.6, 0.3], [-0.1, -0.1, 0.2], [-0.2, 0.3, -0.2], [-0.1, 0.2, -0.3], [0.0, 0.0, 0.3], [-0.2, 0.1, -0.4], [0.3, -0.5, 0.1], [-0.2, -0.1, 0.1], [0.3, -0.1, 0.0], [0.3, 0.0, 0.4], [-0.2, -0.1, -0.3], [-0.1, -0.1, 0.2], [0.0, -0.3, -0.2], [-0.1, 0.0, 0.2], [0.1, 1.5, 0.2], [2.6, 0.5, -1.5], [1.2, -1.7, -0.8], [-0.9, 1.8, 1.0], [0.4, -0.3, -0.4], [0.1, -0.6, -0.1], [-0.3, -0.1, 0.1], [-0.2, -0.1, -0.1], [0.4, 0.1, -0.1], [-0.1, 0.2, -0.3], [0.4, -0.5, -0.5], [0.4, -0.7, 0.3], [0.2, 0.0, 0.1], [0.2, 0.0, 0.1], [-0.1, 0.3, 0.1], [-0.3, 0.4, 0.0], [-0.2, 0.2, 0.2], [-0.3, 0.0, 0.0], [-0.1, 0.3, -0.2], [-0.1, 0.0, -0.3], [0.2, -0.2, -0.2], [-0.1, -0.5, 0.2], [-0.5, -0.1, 0.2], [0.2, 0.1, 0.0], [0.0, 0.2, -0.1], [0.2, -0.1, 0.2], [-0.3, -0.2, 0.2], [0.0, 0.2, 0.0], [-0.5, 0.3, 0.2], [0.2, -0.6, 0.2], [0.0, -0.2, 0.1], [-0.3, -0.1, 0.2], [-0.2, 0.3, -0.1], [0.2, 0.5, -0.1], [0.4, 0.0, -0.1], [0.1, -0.3, -0.2], [0.3, -0.3, 0.1], [0.1, 0.1, 0.2], [-0.2, 0.2, 0.1], [-0.2, 0.1, -0.2], [-0.3, 0.3, 0.2], [-0.1, 0.2, -0.1], [0.0, -0.1, -0.3], [0.1, -0.1, 0.0], [-0.1, -0.2, 0.2], [-0.1, 0.3, -0.2], [0.3, 0.0, -0.1], [0.3, -0.3, 0.2], [-0.1, -0.4, 0.2], [-0.3, -0.1, 0.0], [0.6, 0.4, -1.2], [-0.7, -0.2, 1.2], [-0.5, 0.2, -0.2], [-0.2, 0.0, -0.3], [0.1, 0.0, 0.0], [0.2, -0.2, -0.1], [0.6, 0.1, 0.3], [-0.3, 0.0, 0.0], [-0.2, 0.1, -0.2], [0.1, 0.3, -0.2], [0.3, 0.0, 0.0], [0.1, -0.1, 0.2]]
}



Entry 3:
{
  "formula": "C2H8N3",
  "method": "ωB97M-V/def2-TZVPD",
  "energy_ha": -244.9650,
  "charge": 1,
  "homo_ev": -15.008,
  "smiles": "C/C(N)=[NH+]/N",
  "symbols": ["C", "C", "N", "N", "N", "H", "H", "H", "H", "H", "H", "H", "H"],
  "xyz": [[0.223171, -0.058477, -0.054150], [1.436996, -0.843462, -0.005035], [0.316547, 1.534250, -0.035656], [-1.005275, -0.487539, -0.037451], [-2.157402, 0.264596, 0.025950], [1.957265, -0.844244, -0.981098], [1.208318, -1.919659, 0.214747], [2.137119, -0.398756, 0.737416], [1.153836, 1.737911, 0.547306], [-1.108304, -1.513446, -0.346929], [-2.544155, 0.191676, 0.907205], [-2.778005, 0.023154, -0.710458], [-0.597796, 1.931226, -0.099037]],
  "atomic_forces_ev_per_a": [[-1.4, 7.8, 0.5], [0.8, -1.4, -0.1], [2.1, -7.4, 0.1], [0.7, -4.0, -1.6], [1.7, 1.3, -1.5], [-0.3, 0.3, 0.3], [0.3, 1.0, 0.1], [-0.5, -0.5, -0.4], [-1.5, 0.8, -0.7], [0.1, 1.8, 1.0], [-1.2, -0.3, 2.1], [-0.6, -0.2, -0.6], [-0.2, 0.7, 0.7]]
}



Entry 4:
{
  "formula": "C10H16O",
  "method": "ωB97M-V/def2-TZVPD",
  "energy_ha": -465.8393,
  "charge": 0,
  "homo_ev": -8.402,
  "smiles": "Cc1ccc(O)cc1.CCC",
  "symbols": ["C", "C", "C", "H", "H", "H", "H", "H", "H", "H", "H", "C", "C", "C", "C", "C", "C", "C", "O", "H", "H", "H", "H", "H", "H", "H", "H"],
  "xyz": [[0.129440, 0.575484, 2.215067], [1.406673, 1.258557, 1.778336], [-1.095569, 1.502848, 2.407109], [-0.208244, -0.009550, 1.275189], [0.205145, -0.188401, 2.999341], [2.111441, 1.653896, 2.523806], [1.277942, 2.109777, 1.092437], [-0.762359, 2.575419, 2.525348], [-1.791957, 1.482288, 1.591438], [1.982462, 0.505698, 1.168477], [-1.720458, 1.288240, 3.297939], [1.583380, -2.607239, -1.749171], [-0.071353, 0.860890, -1.575496], [0.861239, -0.141775, -1.664810], [-1.343184, 0.401971, -1.242729], [0.599259, -1.509064, -1.476684], [-1.743491, -0.883464, -0.952447], [-0.735395, -1.847386, -1.106290], [-2.363957, 1.340111, -1.115925], [0.163099, 1.923260, -1.559617], [1.882493, 0.159349, -2.029707], [-2.129419, 2.155642, -1.570096], [-2.761625, -1.138916, -0.662979], [2.402654, -2.650137, -0.991683], [2.048277, -2.418642, -2.741502], [-1.050854, -2.793804, -0.657508], [1.124361, -3.605051, -1.777841]],
  "atomic_forces_ev_per_a": [[-2.0, -0.8, -2.2], [1.6, -0.5, -0.9], [0.5, 1.4, 1.6], [0.8, 0.4, 1.5], [0.4, 0.5, 0.0], [-0.5, -0.3, 0.3], [-0.5, -0.3, 0.1], [-0.3, -1.0, -0.1], [-0.1, -0.1, -0.7], [-0.3, 0.7, 0.6], [0.6, -0.1, -0.3], [1.1, 0.1, -0.1], [-0.8, -1.3, 1.0], [2.4, -0.4, -1.3], [-1.9, 2.4, 0.2], [-2.1, -0.1, 0.3], [1.8, -0.5, -0.8], [-0.1, 0.5, 1.3], [0.0, 0.0, 0.0], [0.0, -0.3, -0.4], [-0.9, -0.5, 0.6], [0.1, -0.1, 0.1], [0.3, 0.3, -0.1], [-0.5, 0.1, -0.5], [-0.1, -0.3, 0.6], [0.7, -0.3, -0.9], [0.0, 0.4, 0.0]]
}



Entry 5:
{
  "formula": "C10H14ClNO6PtS",
  "method": "ωB97M-V/def2-TZVPD",
  "energy_ha": -1872.9617,
  "charge": 0,
  "homo_ev": [-7.796, -9.287],
  "multiplicity": 3,
  "s_squared": 2.00,
  "symbols": ["Pt", "N", "C", "O", "C", "C", "H", "H", "H", "H", "H", "H", "O", "Cl", "O", "O", "O", "C", "S", "O", "C", "C", "C", "C", "C", "C", "H", "H", "H", "H", "H", "H", "H", "H"],
  "xyz": [[0.443439, 2.321006, -1.067972], [2.665807, -1.178000, -0.153982], [1.952562, -0.131409, -0.624838], [1.707404, 0.836796, 0.080680], [1.393357, -0.188452, -1.993701], [1.290453, 1.223981, -2.583601], [2.973693, -1.180229, 0.785542], [2.721494, -1.950040, -0.779908], [0.372813, -0.464123, -1.786827], [1.858235, -0.982189, -2.579478], [0.703233, 1.185978, -3.506825], [2.224517, 1.692490, -2.836287], [-0.670180, 6.191086, -1.653968], [-0.122845, 5.354033, -0.629762], [-0.261417, 6.000916, 0.629033], [-0.902304, 4.098075, -0.567440], [1.243522, 4.871575, -0.836550], [-2.941347, 0.287031, 1.744908], [-1.185733, 0.540934, 1.192109], [-1.258737, 0.941090, -0.256775], [-0.754758, -1.206593, 1.183597], [-0.511310, -1.932824, 2.333349], [-0.163628, -3.247409, 2.222647], [-0.123630, -3.838812, 0.991337], [-0.440347, -3.147674, -0.187481], [-0.857753, -1.835609, -0.043124], [-3.403161, -0.479053, 1.137235], [-3.418446, 1.268027, 1.792181], [-2.871534, -0.026558, 2.813463], [-0.505885, -1.411984, 3.294463], [0.116093, -3.843875, 3.125708], [0.196555, -4.856020, 0.822865], [-0.285061, -3.636617, -1.145645], [-1.185102, -1.275548, -0.914954]],
  "atomic_forces_ev_per_a": [[-0.8, 1.3, -0.1], [-0.8, 0.9, -1.3], [0.6, -0.8, 0.2], [0.1, 0.8, 1.1], [0.3, 0.3, -0.3], [-0.4, -0.6, -0.2], [0.3, -0.2, 0.7], [0.4, -0.6, 0.2], [-0.5, -0.4, -0.2], [0.1, 0.1, -0.3], [-0.1, 0.1, 0.3], [0.7, 0.0, 0.0], [0.9, -0.6, -0.2], [0.0, 0.1, 0.6], [0.4, 0.1, 0.3], [-0.6, -1.1, -0.2], [-0.2, 0.9, -0.5], [1.2, 0.4, 1.2], [-0.8, -0.2, 0.8], [-0.2, -0.1, -0.2], [-1.2, 0.0, -0.4], [0.4, 1.6, 0.6], [0.4, -1.4, 1.6], [0.3, -0.6, -2.0], [0.1, -0.1, 1.2], [0.4, 0.1, -1.0], [-0.2, 0.1, -0.2], [-0.1, -0.2, -0.6], [0.1, -0.1, -0.8], [0.0, -0.3, -0.2], [-0.4, 0.6, -0.9], [0.1, -0.2, 0.5], [-0.4, 0.2, 0.1], [0.1, 0.1, 0.2]]
}